[1]
ORCA calculation (ωB97M-V/def2-TZVPD) on a structure of composition C17H26GeMoN4O4Se.

Each line ends with the Löwdin spin population.
Atoms and positions in Å:
Mo 1.05831 0.72133 -0.07245  1.2360
N -0.01501 0.13750 3.78356  -0.0008
C 1.12331 -0.58877 4.31726  0.0000
C 2.39899 0.22973 4.21628  0.0002
C 2.98267 0.37045 2.81354  0.0003
N 2.22346 1.23148 1.88304  0.0024
H -0.53363 0.65064 4.48124  0.0000
H -0.62622 -0.46927 3.25499  -0.0002
H 1.25156 -1.48462 3.70918  0.0000
H 0.97396 -0.92820 5.35407  0.0000
H 3.16876 -0.24624 4.83664  0.0000
H 2.23669 1.22871 4.64207  0.0001
H 3.12322 -0.60105 2.33648  0.0000
H 3.98165 0.80362 2.93743  -0.0001
H 2.89719 1.65837 1.24821  0.0044
H 1.77771 2.00784 2.35836  0.0019
O 4.77742 0.08494 -1.92950  0.0604
C 3.60018 0.14559 -1.56263  0.0353
O 3.18971 0.14857 -0.34602  0.0183
C 2.49427 0.17321 -2.57478  0.1860
C 2.79515 0.22257 -3.92299  0.0182
C 1.80026 0.16261 -4.87480  0.2131
C 0.46642 -0.08255 -4.43506  0.0143
C -0.58612 -0.31234 -5.33803  0.0509
C -1.85600 -0.63974 -4.90660  0.0204
C -2.09635 -0.75578 -3.53843  0.0462
C -1.08405 -0.50767 -2.62957  0.0218
C 0.20270 -0.13903 -3.03767  0.0270
N 1.19849 0.11887 -2.10159  0.1597
H 3.84460 0.29951 -4.17403  -0.0044
H 2.01403 0.21881 -5.93593  0.0153
H -0.36914 -0.24102 -6.39967  0.0013
H -2.65010 -0.81959 -5.62296  0.0004
H -3.07764 -1.04404 -3.17863  0.0032
H -1.25822 -0.59244 -1.56842  -0.0033
O 0.39617 -3.17411 1.51186  0.0309
N 0.35429 -1.96066 1.63907  0.0106
O 0.83524 -1.29898 0.66608  0.0062
Se 1.42394 3.06376 -0.43310  0.0045
C -2.65036 -1.78933 0.76895  0.0038
Ge -2.48341 0.16972 0.75885  -0.0191
C -3.90121 0.82012 -0.46113  -0.0034
C -3.11397 0.80211 2.53144  -0.0060
C -0.83441 1.01770 0.20841  -0.1618
H -3.71032 -2.05881 0.77666  0.0006
H -2.17092 -2.23180 1.64091  -0.0001
H -2.18211 -2.22662 -0.11397  0.0000
H -4.86620 0.36019 -0.23057  -0.0005
H -3.64615 0.61045 -1.50069  0.0000
H -3.99633 1.90287 -0.35211  0.0003
H -4.20398 0.72879 2.57756  -0.0005
H -2.82679 1.84565 2.67130  -0.0001
H -2.69913 0.21679 3.35274  -0.0001
H -1.15256 2.04012 -0.03478  0.0064

Cartesian forces (eV/Å) of the 2 atoms listed first:
0.266 0.494 -0.089
-0.015 0.074 0.106

Summary:
HOMO level (spin up / spin down) = 0.33 / -1.22 eV
lowest unoccupied orbital energy (spin up / spin down) = 4.89 / 4.89 eV
total charge = -2
frontier orbital gap (spin up / spin down) = 4.56 / 6.11 eV
energy above the lowest of the compared OMol25 structures with the same formula, charge and spin = 21.2 kcal/mol
multiplicity = 3

***

[2]
ORCA calculation (ωB97M-V/def2-TZVPD) on a structure of composition C14H13AlN3O6S.

Each line ends with the Löwdin charge.
Atoms and positions in Å:
Al -0.09447 -0.57225 0.38879  0.0640
O 0.08307 -3.91181 -1.81552  0.2865
C -0.03415 -2.99783 -0.92623  -0.3317
O 0.14082 -1.78200 -1.10602  0.1425
C -0.43081 -3.42849 0.45049  -0.0838
C -0.63848 -4.69225 0.96645  0.1138
C -1.01204 -4.77409 2.30762  0.0749
C -1.17471 -3.61818 3.07533  0.0988
C -0.94618 -2.40171 2.46271  -0.0853
N -0.57273 -2.33763 1.19051  0.1401
C -1.02929 -0.99085 2.98683  -0.3275
O -1.38384 -0.67335 4.18027  0.2864
O -0.72357 -0.09729 2.18559  0.1148
H 0.32502 -3.57306 -2.69959  0.1994
H -0.51624 -5.57817 0.35675  0.1583
H -1.18180 -5.74354 2.75910  0.1523
H -1.46862 -3.69828 4.11447  0.1492
H -1.61146 -1.41053 4.77126  0.1750
O -0.62563 0.75495 -0.58308  -0.1014
O -0.83776 2.10646 -0.17551  -0.0574
N 1.34500 2.36502 1.56578  0.2567
C 1.77181 1.57821 0.63534  -0.6774
S 2.14782 -0.08839 0.90349  0.9232
N 2.00848 2.14163 -0.63442  0.1418
C 1.14735 2.72953 -1.49802  -0.1000
C 1.62491 3.20318 -2.71605  0.0360
C 0.73444 3.53482 -3.71544  0.0822
C -0.68432 3.37480 -3.59902  0.0021
C -1.18815 2.98943 -2.41916  0.0804
C -0.30981 2.87759 -1.21614  -0.2453
H 1.15670 1.99771 2.49193  0.1570
H 1.19909 3.35766 1.41854  0.1734
H 2.90829 1.87822 -1.02629  0.1790
H 2.69140 3.24855 -2.90082  0.1462
H 1.13805 3.89198 -4.65697  0.1499
H -1.31964 3.54878 -4.45613  0.1412
H -2.24972 2.87082 -2.23627  0.1575
H -0.38884 3.92037 -0.83057  0.2273

Cartesian forces (eV/Å) of the 2 atoms listed first:
0.435 -0.166 0.572
0.015 0.058 0.090

Summary:
HOMO level = -18.58 eV
lowest unoccupied orbital energy = -10.81 eV
total charge = +3
frontier orbital gap = 7.77 eV
energy above the lowest of the compared OMol25 structures with the same formula, charge and spin = 0.0 kcal/mol

***

[3]
ORCA calculation (ωB97M-V/def2-TZVPD) on a cluster of 2 separate species, C6H13N6 in total.

Each line ends with the Löwdin charge.
Atoms and positions in Å:
C 1.47646 -0.36987 -1.79978  -0.1814
C 1.73623 -1.40367 -0.91651  -0.3405
C 0.29668 0.20872 -1.37229  0.2020
C -1.54415 1.18264 0.79282  -0.1673
C 2.38092 0.10962 -2.91271  0.0113
C -1.82643 3.47788 0.50083  -0.0792
N 0.72093 -1.48455 0.00944  0.1640
N 0.00158 -0.33743 -0.17613  -0.1719
N -0.94373 -0.10728 0.62189  0.0881
N -1.09007 2.23150 0.28750  0.0014
N 2.58140 -2.38635 -1.08707  0.2432
N -1.02368 -1.33993 2.98412  0.0481
H -2.46164 1.05013 1.36299  0.1336
H 1.82458 0.61581 -3.58175  0.0483
H 3.16370 0.67129 -2.51965  0.0717
H 2.93635 -0.84277 -3.27311  0.1202
H -2.33092 3.73092 -0.42205  0.0817
H -2.67409 3.16366 1.22614  0.0984
H -0.98685 4.08773 0.94571  0.1101
H -1.44028 -0.76832 3.70673  0.0576
H 3.40577 -2.26624 -1.61603  0.1194
H 2.36076 -3.15285 -0.49398  0.1288
H -1.63549 -1.99870 2.55569  0.0520
H -0.09496 -1.51438 3.37673  0.0756
H -1.01637 -0.81679 1.43366  0.0849

Cartesian forces (eV/Å) of the 2 atoms listed first:
0.036 3.741 -1.800
-2.875 -0.524 1.478

Summary:
HOMO level (spin up / spin down) = -12.21 / -13.24 eV
lowest unoccupied orbital energy (spin up / spin down) = -5.25 / -5.75 eV
total charge = +1
frontier orbital gap (spin up / spin down) = 6.96 / 7.49 eV
energy above the lowest of the compared OMol25 structures with the same formula, charge and spin = 97.2 kcal/mol

***

[4]
ORCA calculation (ωB97M-V/def2-TZVPD) on a cluster of 13 separate species, C50H102O25S13 in total.

Each line ends with the Löwdin charge.
Atoms and positions in Å:
C 2.75929 -1.22771 2.38136  -0.2537
C 3.97089 -0.94119 1.48341  -0.1991
C 4.68007 0.24569 2.17372  -0.1993
S 4.39701 0.01743 4.01873  0.7528
O 3.74556 1.25496 4.44762  -0.3475
O 5.73405 -0.31777 4.54614  -0.3561
C 3.24184 -1.44240 3.80156  -0.1761
H 2.27963 -2.15561 2.06986  0.0784
H 2.06295 -0.39398 2.29132  0.1049
H 3.65691 -0.70748 0.46611  0.0903
H 4.69820 -1.75282 1.46411  0.1101
H 4.13754 1.16974 1.97402  0.0559
H 5.67165 0.54404 1.83336  0.0860
H 2.45615 -1.36330 4.55292  0.0975
H 3.88018 -2.32581 3.78695  0.1101
C -5.86842 -1.30820 0.10467  -0.2248
C -5.20643 -0.24007 0.80684  -0.2687
C -4.27567 -0.80048 1.90044  -0.1829
S -5.18740 -2.16698 2.61888  0.7186
O -6.06657 -1.72781 3.72500  -0.3435
O -4.43564 -3.40478 2.80344  -0.3419
C -6.35569 -2.35054 1.20744  -0.1661
H -5.13343 -1.83684 -0.50231  0.0864
H -6.69321 -0.95850 -0.51625  0.1257
H -5.93042 0.46639 1.21285  0.1147
H -4.69244 0.37382 0.06720  0.1006
H -3.96394 -0.16047 2.72586  0.1001
H -3.54807 -1.26930 1.23793  0.0873
H -7.34860 -2.04841 1.54053  0.0935
H -6.51541 -3.39053 0.92279  0.0949
C 0.42161 3.47349 5.45145  -0.1981
C 0.71135 2.16192 6.11995  -0.2350
C -0.41969 1.17662 5.89046  -0.1534
S -0.91347 1.50259 4.09311  0.7172
O -2.38242 1.71018 4.02271  -0.3620
O -0.27480 0.58598 3.21913  -0.3333
C -0.00371 3.13847 4.00130  -0.2000
H 1.26590 4.16145 5.49574  0.1190
H -0.48280 3.93646 5.84617  0.1169
H 0.95694 2.20887 7.18088  0.1245
H 1.63177 1.73541 5.72117  0.0941
H -1.38779 1.57238 6.19746  0.0934
H -0.24494 0.10098 5.91431  0.0996
H -0.57655 3.84981 3.40637  0.0931
H 0.88655 2.81465 3.46216  0.0636
C -2.54382 0.58108 -3.71315  -0.2005
C -3.29966 -0.58838 -3.00058  -0.2013
C -4.83583 -0.27884 -2.94125  -0.1995
S -5.18733 0.48550 -4.59607  0.7086
O -5.95430 1.69584 -4.46940  -0.3501
O -5.54939 -0.54020 -5.56677  -0.3501
C -3.34027 0.96283 -5.02459  -0.1392
H -1.52557 0.39097 -4.05244  0.0861
H -2.50830 1.39138 -2.98496  0.0862
H -2.85930 -0.91343 -2.05796  0.0806
H -3.26470 -1.48170 -3.62416  0.1088
H -5.20351 0.52974 -2.30949  0.0754
H -5.36358 -1.22542 -2.82476  0.0930
H -3.31811 2.02316 -5.27619  0.0879
H -3.07229 0.26231 -5.81551  0.0888
C 3.10755 -5.70174 1.54938  -0.1891
C 3.05776 -4.39520 0.74654  -0.2593
C 3.49093 -4.51539 -0.68453  -0.1753
S 2.71925 -6.17295 -1.08680  0.7148
O 3.71758 -7.02284 -1.78153  -0.3552
O 1.45333 -5.95465 -1.71249  -0.3188
C 2.55038 -6.81004 0.62116  -0.1892
H 2.47594 -5.64164 2.43569  0.1040
H 4.08269 -5.97629 1.95166  0.1180
H 3.61827 -3.70256 1.37438  0.0920
H 2.03673 -4.01694 0.79671  0.0924
H 4.56858 -4.67878 -0.67562  0.1050
H 3.36282 -3.78678 -1.48503  0.0854
H 3.25453 -7.64047 0.67279  0.1006
H 1.48728 -7.03769 0.69929  0.0960
C -6.03211 3.69299 0.04940  -0.2272
C -5.59513 3.60086 1.49419  -0.1997
C -4.07127 3.34216 1.50600  -0.2154
S -3.39615 3.94716 -0.06277  0.6894
O -2.90320 2.79120 -0.76202  -0.3262
O -2.46405 5.05355 0.22117  -0.3550
C -4.99851 4.58720 -0.66629  -0.1912
H -6.99417 4.18723 -0.08568  0.1213
H -6.02690 2.70426 -0.40939  0.1047
H -6.03229 2.75983 2.03238  0.1133
H -5.90382 4.58485 1.84715  0.1198
H -3.73125 2.33442 1.74465  0.0760
H -3.62951 3.83333 2.37300  0.0976
H -4.90192 4.38714 -1.73341  0.1056
H -5.13981 5.61249 -0.32438  0.1131
C 3.77769 -1.64514 -3.94065  -0.1877
C 2.42004 -2.30450 -4.35913  -0.1956
C 1.55504 -1.27496 -5.05771  -0.1850
S 2.62322 0.21564 -5.42324  0.7072
O 2.31696 1.19842 -4.40402  -0.3549
O 2.69988 0.56330 -6.84990  -0.3329
C 4.16781 -0.52927 -4.94080  -0.2325
H 4.63597 -2.31306 -3.86759  0.1126
H 3.68988 -1.15867 -2.96919  0.0880
H 1.91802 -2.69603 -3.47438  0.0718
H 2.48782 -3.18503 -4.99801  0.1173
H 0.66396 -0.90672 -4.54930  0.0739
H 1.31800 -1.60405 -6.06945  0.0981
H 4.86843 0.20602 -4.54511  0.0977
H 4.61818 -0.89264 -5.86451  0.1033
C 5.53207 1.64709 -1.36544  -0.2249
C 4.64985 2.61136 -2.12689  -0.2207
C 5.35272 3.98006 -2.16239  -0.1902
S 6.75636 3.91590 -0.94747  0.7364
O 6.62632 5.02405 0.02414  -0.3586
O 7.99806 3.77994 -1.73135  -0.3401
C 6.25932 2.33013 -0.21133  -0.2112
H 6.26422 1.22819 -2.05579  0.1188
H 4.88774 0.80557 -1.11091  0.1012
H 3.69896 2.73821 -1.60939  0.0924
H 4.40219 2.37228 -3.16111  0.1029
H 4.53771 4.65561 -1.90257  0.0716
H 5.69429 4.40584 -3.10585  0.1101
H 5.50119 2.74535 0.45271  0.0721
H 7.03626 1.82908 0.36609  0.1153
C -1.67417 -6.56857 -1.70148  -0.2472
C -3.05614 -6.95684 -1.47538  -0.2592
C -3.74792 -5.98635 -0.52399  -0.1993
S -3.10218 -4.37733 -1.06362  0.7094
O -2.87773 -3.58505 0.12412  -0.3492
O -3.99604 -3.77684 -2.05198  -0.3335
C -1.54498 -5.05356 -1.88402  -0.1765
H -1.24705 -7.17635 -2.49914  0.1342
H -1.14600 -6.69740 -0.75674  0.1103
H -3.00964 -7.98106 -1.10536  0.1270
H -3.62384 -6.91443 -2.40490  0.1253
H -3.32443 -6.22276 0.45216  0.0943
H -4.81258 -5.92084 -0.29968  0.1136
H -0.72951 -4.55721 -1.35796  0.0670
H -1.34626 -4.62295 -2.86544  0.1065
C 0.24008 5.44980 -2.05102  -0.2213
C -0.85794 5.98944 -3.00060  -0.1736
C -0.09519 6.93940 -4.03334  -0.1960
S 1.64581 6.39928 -4.08381  0.6692
O 2.45507 7.41618 -3.50890  -0.3194
O 1.93643 5.75595 -5.36452  -0.3395
C 1.52308 5.02380 -2.86335  -0.1827
H -0.13771 4.56866 -1.53240  0.0840
H 0.54239 6.16400 -1.28511  0.1057
H -1.63755 6.47103 -2.41036  0.1069
H -1.17650 5.15145 -3.62061  0.1085
H -0.20090 7.96107 -3.66848  0.0971
H -0.48120 6.82705 -5.04649  0.0924
H 2.47268 4.93245 -2.33608  0.0676
H 1.36613 4.17277 -3.52607  0.0921
C -1.01172 -5.03601 3.06289  -0.1660
C -0.60763 -3.56990 2.67932  -0.2240
C -0.06735 -2.87057 3.86515  -0.2397
S -0.95874 -3.55328 5.33589  0.7417
O -1.94599 -2.58077 5.78993  -0.3388
O 0.14544 -4.05362 6.18219  -0.3648
C -1.78030 -4.94355 4.35456  -0.1877
H -0.09621 -5.61307 3.19300  0.1096
H -1.69765 -5.39322 2.29477  0.1012
H -1.45802 -3.01375 2.28482  0.0933
H 0.11732 -3.36942 1.89043  0.0853
H -0.14210 -1.78351 3.89409  0.0783
H 0.98147 -3.07366 4.08157  0.0782
H -2.79550 -4.54700 4.33982  0.0780
H -1.82451 -5.70775 5.13054  0.1011
C -1.04385 0.22617 0.14380  -0.2478
C -0.00119 1.12768 -0.34090  -0.2283
C 0.64320 0.59277 -1.66028  -0.1224
S 0.59600 -1.30803 -1.33714  0.7573
O 1.93686 -1.76589 -1.01797  -0.3498
O -0.21818 -1.94816 -2.39193  -0.3444
C -0.36029 -1.12663 0.24323  -0.1864
H -1.88286 0.14276 -0.54700  0.0955
H -1.46028 0.62626 1.06824  0.1036
H 0.83754 1.07921 0.35358  0.0975
H -0.39687 2.10996 -0.59907  0.1055
H 1.67049 0.89035 -1.87055  0.0831
H -0.11118 0.75945 -2.42920  0.0710
H 0.36801 -1.12280 1.05419  0.0744
H -1.07952 -1.93890 0.34834  0.0693
C 3.91325 4.77142 2.46212  -0.2433
S 2.73735 4.20785 1.17063  0.8505
O 2.28138 2.80983 1.53204  -0.5691
C 1.33710 5.40398 1.71218  -0.2007
H 3.33783 4.86548 3.38307  0.0383
H 4.37951 5.74902 2.33966  0.0631
H 4.68387 4.03947 2.70397  0.0524
H 0.99461 5.15015 2.71536  0.0183
H 0.45735 5.15827 1.11739  0.0253
H 1.52999 6.47236 1.61485  0.0612

Cartesian forces (eV/Å) of the 2 atoms listed first:
0.057 -0.448 -0.579
0.686 0.856 0.716

Summary:
HOMO level = -9.88 eV
lowest unoccupied orbital energy = -0.01 eV
frontier orbital gap = 9.87 eV